1.
ORCA calculation (the ωB97M-V functional and the def2-TZVPD basis) on C39H45F3N4O23S2 as an isolated structure in a non-equilibrium geometry.

Spin multiplicity: 1
Energy in a.u.: -4557.99228
E_HOMO in Eh: -0.3713
Total charge: 0
HOMO-LUMO gap in eV: 9.26
Lowest unoccupied orbital energy in eV: -0.844

CARTESIAN COORDINATES (ANGSTROEM)
C1 1.6458 -1.1798 3.7944
C2 3.0350 -1.2843 3.6668
C3 3.8707 -0.4844 4.4356
C4 3.2787 0.4737 5.2665
C5 1.9203 0.5299 5.4421
C6 1.0794 -0.2682 4.6610
N1 4.0949 1.5466 5.9519
O1 5.1068 1.9069 5.3810
O2 3.5911 2.0710 6.9062
H1 0.9366 -1.7650 3.2223
H2 3.3678 -2.1173 3.0630
H3 4.9392 -0.6467 4.4327
H4 1.5523 1.2424 6.1689
H5 0.0283 -0.0657 4.4956
C7 -2.5352 -1.2478 3.2647
C8 -3.0661 -2.1500 4.1901
C9 -4.3041 -1.8670 4.8036
C10 -4.9033 -0.6160 4.6878
C11 -4.2904 0.3286 3.8844
C12 -3.2060 -0.0522 3.1097
N2 -6.1707 -0.3336 5.3710
O3 -6.7851 0.6986 5.1761
O4 -6.5382 -1.1861 6.1791
H6 -1.7241 -1.5341 2.6076
H7 -2.7403 -3.1619 4.3862
H8 -4.7198 -2.6822 5.3768
H9 -4.6512 1.3056 3.5897
H10 -2.8284 0.6905 2.4184
C13 1.4294 5.0374 -4.8505
C14 1.0082 4.0139 -3.9940
C15 1.8939 3.0416 -3.6164
C16 3.1367 2.9536 -4.2403
C17 3.4200 3.7597 -5.3318
C18 2.6046 4.8890 -5.5296
N3 4.1489 1.9579 -3.7927
O5 5.2862 2.0693 -4.2096
O6 3.8265 1.1759 -2.9266
H11 0.7629 5.8446 -5.1262
H12 0.0100 4.1461 -3.5991
H13 1.5461 2.1600 -3.0898
H14 4.0699 3.4392 -6.1344
H15 2.8737 5.5348 -6.3559
C19 -3.2215 -4.5038 0.6510
C20 -4.6115 -4.5858 0.5474
C21 -5.2781 -3.8268 -0.3987
C22 -4.5673 -3.0906 -1.3500
C23 -3.1782 -3.0470 -1.2640
C24 -2.5065 -3.7349 -0.2788
N4 -5.2579 -2.4300 -2.4475
O7 -4.5990 -1.9316 -3.3348
O8 -6.4619 -2.2936 -2.3454
H16 -2.6826 -5.0612 1.4045
H17 -5.1581 -5.1198 1.3120
H18 -6.3583 -3.7961 -0.4491
H19 -2.6732 -2.3637 -1.9347
H20 -1.4508 -3.5669 -0.1188
O9 -3.2415 0.4087 -1.2599
S1 -3.9790 1.4786 -0.6153
O10 -3.6119 2.0958 0.6381
O11 -4.0452 2.8158 -1.5420
C25 -3.8142 2.6494 -2.9623
C26 -4.8611 1.8338 -3.6883
C27 -5.7516 1.0112 -0.5987
H21 -2.8096 2.2264 -3.0529
H22 -3.7193 3.6671 -3.3434
H23 -5.7855 2.2253 -3.2497
H24 -4.7707 0.8088 -3.3297
H25 -4.8509 1.8875 -4.7704
H26 -6.3397 1.9222 -0.5711
H27 -5.8198 0.4483 0.3316
H28 -5.9282 0.3922 -1.4720
O12 4.4605 1.4855 -0.1125
S2 4.8299 2.8244 0.2803
O13 5.9371 3.5918 -0.2552
O14 3.5202 3.7471 0.0664
C28 3.3708 4.8412 -0.8566
C29 1.8708 5.0994 -0.9622
C30 4.7851 2.8129 2.1031
H29 3.7822 4.4306 -1.7873
H30 4.1084 5.6295 -0.6924
H31 1.6814 5.7945 -1.7825
H32 1.4423 5.6246 -0.1075
H33 1.3144 4.1820 -1.1312
H34 4.6795 3.8175 2.4967
H35 5.7457 2.3776 2.3742
H36 3.9740 2.1394 2.3625
C31 2.3660 -5.4020 0.7324
C32 2.5415 -4.1047 -0.0167
O15 3.7564 -4.3618 -0.6823
C33 4.4558 -5.3391 -0.0584
O16 5.6013 -5.5471 -0.2542
O17 3.6561 -5.9520 0.8583
F1 2.7360 -3.1555 0.9930
H37 1.7074 -6.0209 0.1012
H38 1.8366 -5.4708 1.6800
H39 1.7227 -3.8592 -0.6856
C34 1.3511 0.4198 0.7857
C35 0.6690 -0.6437 -0.0588
O18 -0.3739 0.0516 -0.7493
C36 0.0240 1.3620 -0.7838
O19 -0.4959 2.2480 -1.3995
O20 0.9912 1.5954 0.0855
F2 0.1176 -1.6345 0.7062
H40 2.3942 0.1132 0.8633
H41 0.9565 0.5501 1.7933
H42 1.2940 -1.1429 -0.8015
C37 2.1082 -1.7268 -3.1167
C38 2.0307 -3.1151 -3.7029
O21 1.2472 -3.8465 -2.7999
C39 1.1305 -3.1803 -1.6307
O22 0.5799 -3.5723 -0.6627
O23 1.7228 -1.9582 -1.7440
F3 3.2789 -3.7121 -3.6136
H43 1.5791 -0.9860 -3.7124
H44 3.1545 -1.4380 -3.0407
H45 1.6898 -3.2625 -4.7243


2.
ORCA calculation (the ωB97M-V functional and the def2-TZVPD basis) on C39H45LiN6O3S2Si2 as an isolated structure in a non-equilibrium geometry.

Spin multiplicity: 1
Energy in a.u.: -3450.34624
E_HOMO in Eh: 0.0335
Total charge: -2
HOMO-LUMO gap in eV: 2.36
Lowest unoccupied orbital energy in eV: 3.269

CARTESIAN COORDINATES (ANGSTROEM)
Li1 -3.3690 17.4437 9.5042
S1 -1.1385 17.8618 10.6196
C1 -0.3873 17.7066 9.1245
N1 -0.9238 17.4649 7.9187
C2 0.0693 17.2801 7.0299
C3 -0.2466 17.0327 5.6564
C4 0.8734 16.7793 4.7819
C5 2.1632 16.8265 5.2947
C6 2.4376 17.1848 6.5812
C7 1.4320 17.4509 7.4770
S2 1.4434 17.8021 9.1892
H1 -1.2870 16.9187 5.2960
H2 0.6775 16.4228 3.7528
H3 2.9681 16.5344 4.6312
H4 3.4843 17.3501 6.8747
C8 -7.0412 17.3922 6.3941
Si1 -5.8716 16.2228 7.3818
C9 -6.3482 14.4276 7.3697
C10 -4.1807 16.2732 6.4368
N2 -5.5972 16.9676 8.8933
C11 -6.0768 16.5218 10.0391
C12 -7.4528 16.7211 10.4247
C13 -7.9130 16.3159 11.6396
C14 -6.9665 15.9970 12.7164
C15 -5.6348 15.8885 12.4915
C16 -5.1389 15.9291 11.0830
N3 -3.9367 15.5385 10.6905
Si2 -2.9601 14.3695 11.4690
C17 -4.0699 12.9700 12.3073
C18 -1.8475 15.1915 12.7730
C19 -1.7469 13.6442 10.2288
H5 -7.8014 16.9480 5.7114
H6 -6.4543 18.0471 5.7366
H7 -7.6679 18.0148 7.0588
H8 -6.8684 14.3467 8.3462
H9 -5.4038 13.8165 7.3650
H10 -7.0503 14.1917 6.5839
H11 -3.6037 17.2217 6.2518
H12 -4.2862 15.8339 5.4532
H13 -3.4581 15.5827 6.8501
H14 -8.1115 17.2314 9.7111
H15 -8.9265 16.3172 11.8859
H16 -7.3526 15.9399 13.7289
H17 -4.8896 15.6809 13.3034
H18 -4.8766 12.8436 11.5904
H19 -4.4451 13.1747 13.3374
H20 -3.5127 12.0471 12.2477
H21 -2.3305 15.9600 13.3920
H22 -0.9054 15.5574 12.3910
H23 -1.5217 14.3243 13.3762
H24 -2.3123 13.0747 9.4895
H25 -0.9503 12.9712 10.6209
H26 -1.1352 14.4221 9.6413
N4 -2.4944 7.7607 4.8047
C20 -2.8373 9.1088 4.5906
O1 -3.9580 9.4377 4.2563
C21 -1.6160 10.0060 4.6533
C22 -0.3306 9.6148 4.8821
C23 0.6458 10.5906 5.1956
N5 0.3899 11.8879 5.1235
C24 -0.8063 12.2555 4.7821
C25 -1.8672 11.3788 4.4838
H27 -3.3200 7.1824 4.8910
H28 -1.8017 7.7049 5.5562
H29 -0.0950 8.6137 5.1124
H30 1.6077 10.2374 5.5324
H31 -1.0356 13.3329 4.7701
H32 -2.8430 11.7697 4.1962
C26 -0.5859 24.6803 12.5582
O2 -1.7746 23.9376 12.2239
C27 -1.9383 22.7968 12.9483
C28 -2.1119 22.8548 14.3353
C29 -2.1777 21.6631 15.1236
C30 -2.1345 20.4081 14.4886
C31 -2.1552 20.3547 13.0755
C32 -2.0494 21.4964 12.2691
N6 -2.3370 21.3210 10.8674
C33 -3.0716 22.1116 10.0907
C34 -3.7398 21.7410 8.8583
C35 -4.2934 22.8516 8.0903
C36 -4.9097 22.5611 6.8832
C37 -4.9044 21.2123 6.3591
C38 -4.4890 20.1417 7.1324
C39 -3.9178 20.3193 8.4186
O3 -3.5171 19.3186 9.1690
H33 -0.3601 25.3133 11.7259
H34 0.2580 23.9745 12.7512
H35 -0.6776 25.2266 13.4963
H36 -2.3968 23.8271 14.8294
H37 -2.2412 21.7490 16.2183
H38 -2.0975 19.4711 15.0691
H39 -2.0266 19.4286 12.5556
H40 -2.1822 20.3694 10.5522
H41 -3.0100 23.2105 10.2241
H42 -4.1241 23.8581 8.4549
H43 -5.4245 23.3268 6.3090
H44 -5.2675 21.1485 5.2845
H45 -4.7671 19.1061 6.8529


3.
ORCA calculation (the ωB97M-V functional and the def2-TZVPD basis) on an isolated ion of composition C39H45N4 and charge +1 in a non-equilibrium geometry.

Spin multiplicity: 1
Energy in a.u.: -1731.81539
SMILES: C=C1C=C(C)C=C(C)/C1=[N+]1\CCN(c2c(C)cc(C)cc2C)[C@H]1[C@H](c1ccc(N(C)C)cc1)c1cn(C)c2ccccc12
E_HOMO in Eh: -0.3381
Total charge: +1
HOMO-LUMO gap in eV: 3.93
Lowest unoccupied orbital energy in eV: -5.274

CARTESIAN COORDINATES (ANGSTROEM)
C1 -6.7036 -0.2965 3.2864
C2 -5.2458 -0.0544 3.0220
C3 -4.7221 1.2208 3.2342
C4 -3.3792 1.4884 3.0718
C5 -2.8620 2.8716 3.3199
C6 -2.5268 0.4308 2.7024
N1 -1.1577 0.7177 2.4202
C7 0.0221 0.4896 3.1663
N2 1.0755 0.6428 2.1621
C8 2.4450 0.3966 2.3741
C9 2.7861 -1.0028 2.3141
C10 1.8070 -1.9801 2.0958
C11 4.1451 -1.3249 2.5570
C12 5.0865 -0.3537 2.8804
C13 6.4626 -0.7377 3.3314
C14 4.7208 0.9948 2.7841
C15 3.4218 1.3849 2.5206
C16 3.1179 2.8616 2.4502
C17 0.6156 1.5820 1.1606
C18 -0.8736 1.4899 1.2223
C19 -3.0461 -0.8412 2.3665
C20 -2.1731 -1.9288 1.8166
C21 -4.3950 -1.0578 2.5545
H1 -6.9610 -1.3510 3.1090
H2 -6.9692 -0.0460 4.3317
H3 -7.3483 0.3270 2.6382
H4 -5.3811 2.0366 3.5425
H5 -1.8617 2.8819 3.7593
H6 -2.8458 3.4730 2.4026
H7 -3.5298 3.3724 4.0214
H8 2.0898 -3.0190 2.2013
H9 0.2750 1.2392 3.8833
H10 0.9292 -1.7379 1.4969
H11 4.4506 -2.3714 2.5453
H12 7.1379 0.1286 3.2983
H13 6.4532 -1.1177 4.3656
H14 6.8782 -1.5327 2.6977
H15 5.4860 1.7622 2.9458
H16 3.9400 3.4151 2.9161
H17 3.0453 3.2302 1.4149
H18 2.1999 3.1412 2.9875
H19 0.9231 2.6050 1.3234
H20 0.9873 1.2721 0.1981
H21 -1.3135 0.9376 0.3896
H22 -1.3674 2.4613 1.2693
H23 -2.7863 -2.8098 1.6174
H24 -1.6914 -1.6420 0.8715
H25 -1.3936 -2.2371 2.5263
H26 -4.8163 -2.0403 2.3473
C22 -5.9148 -0.4187 7.1548
N3 -4.6737 0.2735 7.3938
C23 -4.7632 1.3673 8.3147
C24 -3.5280 0.0534 6.6808
C25 -2.5825 1.0937 6.5209
C26 -1.5196 0.9433 5.6196
C27 -1.2737 -0.3163 5.0461
C28 -0.0229 -0.6045 4.1362
C29 1.1810 -0.5640 5.1680
C30 2.1848 -1.6195 5.4287
C31 2.3338 -2.9050 4.9164
C32 3.5521 -3.5435 5.1610
C33 4.5416 -2.9509 5.9417
C34 4.3362 -1.7308 6.5933
C35 3.1193 -1.1056 6.3618
N4 2.7686 0.2104 6.6333
C36 3.4315 1.0647 7.6057
C37 1.6461 0.5253 5.8979
C38 -2.1184 -1.3904 5.2852
C39 -3.2589 -1.2047 6.0646
H27 -5.8137 -1.2249 6.4273
H28 -6.2883 -0.8240 8.1022
H29 -6.6709 0.2893 6.7897
H30 -3.8225 1.5215 8.8454
H31 -5.0329 2.3026 7.8170
H32 -5.5391 1.1390 9.0429
H33 -2.7188 2.0374 7.0412
H34 -0.8221 1.7920 5.4708
H35 0.1378 -1.4934 3.5689
H36 1.5618 -3.3453 4.2711
H37 3.7673 -4.5099 4.7138
H38 5.4981 -3.4472 6.1023
H39 5.0362 -1.2359 7.2408
H40 4.5184 0.9093 7.4951
H41 3.1491 2.1145 7.4058
H42 3.1201 0.7751 8.6309
H43 1.1981 1.5254 5.9416
H44 -1.7832 -2.3888 4.9274
H45 -3.9260 -2.0519 6.1957